C4H9NO | wB97M-V/def2-TZVPD

Geometry as XYZ:
```
15
Properties=species:S:1:pos:R:3:nbo_charge:R:1
C 2.07 0.34 0.55 -0.595
C 1.20 -0.12 -0.68 -0.234
N -0.11 -0.52 -0.39 -0.603
C -1.07 0.34 -0.14 0.662
C -2.42 -0.27 0.21 -0.663
O -0.96 1.57 -0.32 -0.641
H 2.95 0.67 0.27 0.202
H 1.51 1.17 1.02 0.217
H 1.94 -0.54 1.19 0.188
H 1.32 0.82 -1.20 0.226
H 1.77 -0.80 -1.38 0.196
H -0.09 -1.41 -0.11 0.386
H -2.86 -0.71 -0.54 0.210
H -3.20 0.61 0.58 0.249
H -2.04 -1.14 0.94 0.201
```

- highest occupied orbital energy (eV) = -9.55

---

C8H13N2O2S | wB97M-V/def2-TZVPD

Geometry as XYZ:
```
26
Properties=species:S:1:pos:R:3:lowdin_spin:R:1
C 1.58 1.64 -0.74 0.516
C 2.10 -1.00 -0.49 0.119
C -1.29 -1.14 -0.29 0.010
C -2.65 0.71 -0.62 0.000
C 1.22 1.47 0.67 0.219
C -0.43 -0.07 -1.03 0.033
C 0.88 0.42 -0.41 0.183
C 2.27 1.07 1.70 0.051
N 3.04 -0.98 -1.40 0.009
N -2.69 -0.81 -0.62 0.003
O 2.33 2.18 -1.50 0.728
O -1.47 0.99 -1.30 0.004
S 1.67 -2.18 0.54 0.069
H -1.20 -2.16 -0.21 0.001
H -1.11 -1.04 0.77 0.001
H -3.48 1.12 -1.13 0.000
H -2.60 0.94 0.46 0.000
H 0.54 2.19 1.09 0.034
H -0.12 -0.43 -2.07 0.000
H 2.57 0.05 1.69 0.002
H 1.86 1.33 2.70 0.010
H 3.10 1.70 1.48 0.004
H 3.10 -0.20 -2.10 0.000
H 3.86 -1.52 -1.33 0.004
H -3.04 -1.05 -1.59 0.000
H -3.46 -1.16 -0.04 0.001
```

- total charge = +1
- <S²> = 2.01
- highest occupied orbital energy (alpha / beta) (eV) = -9.20 / -11.66
- 2S+1 = 3

---

C6H9NO | wB97M-V/def2-TZVPD

Geometry as XYZ:
```
17
Properties=species:S:1:pos:R:3:nbo_charge:R:1
C -1.94 0.79 1.03 -0.372
C -1.74 0.07 -0.08 -0.195
C -0.46 -0.45 -0.48 -0.092
C -0.32 -1.36 -1.45 -0.345
C 0.82 0.04 0.14 0.205
C 1.74 -0.80 1.04 -0.646
N 1.37 1.13 -0.22 -0.142
O 0.64 1.83 -1.17 -0.582
H -1.10 1.31 1.53 0.193
H -2.82 1.18 1.44 0.202
H -2.51 -0.38 -0.77 0.209
H 0.64 -1.67 -1.79 0.203
H -1.18 -1.74 -1.97 0.194
H 2.26 -1.60 0.49 0.226
H 2.54 -0.06 1.29 0.239
H 1.19 -1.13 2.00 0.223
H 0.88 2.85 -1.04 0.480
```

- highest occupied orbital energy (eV) = -8.99